Record 1
{
  "formula": "C31H25CuN2O4PS",
  "method": "the ωB97M-V functional and the def2-TZVPD basis",
  "elements": ["Cu", "C", "C", "C", "C", "C", "C", "C", "S", "O", "O", "N", "C", "C", "C", "C", "C", "N", "H", "H", "H", "H", "H", "H", "H", "H", "H", "H", "H", "O", "C", "O", "C", "C", "C", "C", "C", "C", "P", "C", "C", "C", "C", "C", "C", "C", "C", "C", "C", "C", "C", "H", "H", "H", "H", "H", "H", "H", "H", "H", "H", "H", "H", "H", "H"],
  "coordinates": [[0.622, 1.377, 1.475], [-0.678, -0.297, -5.361], [0.340, 0.414, -4.417], [1.697, 0.445, -4.554], [2.450, 0.984, -3.538], [1.867, 1.571, -2.404], [0.510, 1.698, -2.387], [-0.275, 1.130, -3.411], [3.000, 2.166, -1.098], [3.717, 3.331, -1.539], [3.771, 0.953, -0.881], [2.070, 2.424, 0.195], [1.456, 3.611, 0.461], [1.511, 4.811, -0.194], [0.722, 5.890, 0.304], [-0.231, 5.664, 1.311], [-0.231, 4.389, 1.903], [0.642, 3.431, 1.511], [-0.238, -1.216, -5.724], [-0.761, 0.293, -6.300], [-1.612, -0.506, -4.801], [2.197, 0.033, -5.423], [3.493, 0.962, -3.577], [-0.042, 2.078, -1.520], [-1.375, 1.168, -3.230], [2.137, 4.928, -1.064], [0.987, 6.847, -0.132], [-0.860, 6.484, 1.731], [-0.988, 4.088, 2.601], [-2.962, 1.036, -1.111], [-2.336, 0.834, -0.096], [-1.332, 1.409, 0.323], [-2.906, -0.231, 0.901], [-4.257, -0.534, 0.876], [-4.795, -1.566, 1.625], [-3.949, -2.359, 2.395], [-2.570, -2.108, 2.424], [-2.038, -1.045, 1.667], [-0.211, -0.812, 1.672], [0.358, -1.936, 2.990], [0.756, -1.317, 4.132], [1.218, -2.145, 5.181], [1.139, -3.523, 5.107], [0.681, -4.151, 3.956], [0.365, -3.340, 2.878], [0.212, -1.627, 0.092], [-0.602, -2.004, -0.973], [-0.053, -2.468, -2.115], [1.332, -2.666, -2.268], [2.169, -2.238, -1.243], [1.597, -1.776, -0.105], [-4.959, -0.039, 0.132], [-5.853, -1.815, 1.475], [-4.379, -3.186, 2.959], [-1.956, -2.941, 2.908], [0.709, -0.182, 4.200], [1.733, -1.697, 6.049], [1.494, -4.186, 5.919], [0.578, -5.216, 3.850], [0.023, -3.791, 1.935], [-1.607, -1.851, -0.951], [-0.689, -2.732, -2.958], [1.744, -3.150, -3.176], [3.212, -2.372, -1.335], [2.235, -1.430, 0.748]],
  "gap_ha": 0.2817,
  "molar_mass_g_mol": 616.14,
  "lumo_ev": 2.578,
  "spin_multiplicity": 1,
  "charge": -1
}

***

Record 2
{
  "formula": "CH3N2O2",
  "method": "the ωB97M-V functional and the def2-TZVPD basis",
  "elements": ["C", "N", "N", "O", "O", "H", "H", "H"],
  "coordinates": [[0.064, 0.134, -0.030], [0.219, 1.587, 1.347], [-0.791, 2.260, 1.117], [-0.791, 3.379, 1.696], [-1.831, 1.901, 0.477], [0.106, -0.850, 0.473], [0.634, 0.369, -0.893], [-0.880, 0.499, -0.301]],
  "gap_ha": 0.2993,
  "molar_mass_g_mol": 75.05,
  "lumo_ev": 4.552,
  "spin_multiplicity": 1,
  "charge": -1
}

***

Record 3
{
  "formula": "C6H11NO2",
  "method": "the ωB97M-V functional and the def2-TZVPD basis",
  "elements": ["C", "C", "C", "C", "C", "N", "C", "O", "O", "H", "H", "H", "H", "H", "H", "H", "H", "H", "H", "H"],
  "coordinates": [[-0.220, 0.931, -0.714], [-0.081, -1.689, -0.223], [-0.753, 1.612, 0.502], [0.152, 1.702, 1.714], [0.713, -0.091, -0.705], [-0.858, -2.116, -1.310], [2.009, -0.182, -0.955], [-1.773, 0.636, 0.580], [-0.707, -1.479, 0.909], [-1.315, -0.460, 0.833], [-0.819, 1.081, -1.607], [0.873, -2.225, -0.142], [-1.187, 2.586, 0.262], [-0.447, -2.765, -1.960], [-1.833, -2.265, -1.102], [-0.425, 2.057, 2.569], [0.570, 0.726, 1.957], [0.970, 2.402, 1.529], [2.602, 0.671, -1.262], [2.529, -1.132, -0.873]],
  "gap_ha": [0.3048, 0.3047],
  "molar_mass_g_mol": 129.16,
  "lumo_ev": [-0.527, -0.528],
  "spin_multiplicity": 1
}

***

Record 4
{
  "formula": "CH5ClN2O",
  "method": "the ωB97M-V functional and the def2-TZVPD basis",
  "elements": ["C", "N", "N", "O", "Cl", "H", "H", "H", "H", "H"],
  "coordinates": [[1.031, 1.311, -0.324], [-0.650, -1.674, 0.277], [-0.331, -0.428, 0.438], [0.393, 0.016, -0.601], [-1.948, 0.721, 0.447], [1.896, 1.237, -0.967], [1.339, 1.064, 0.690], [0.246, 1.996, -0.315], [-1.230, -2.171, 0.973], [-0.747, -2.071, -0.618]],
  "gap_ha": 0.3483,
  "molar_mass_g_mol": 96.52,
  "lumo_ev": 0.688,
  "spin_multiplicity": 1,
  "smiles": "CON(N)Cl"
}

***

Record 5
{
  "formula": "C3H10O3S",
  "method": "the ωB97M-V functional and the def2-TZVPD basis",
  "elements": ["C", "O", "C", "C", "S", "H", "H", "H", "H", "H", "H", "H", "H", "O", "H", "H", "O"],
  "coordinates": [[-0.556, 0.295, -0.149], [-0.715, 1.498, -0.748], [0.766, -0.417, -0.340], [0.631, -1.873, 0.144], [1.514, -2.661, 1.663], [-0.666, 0.442, 0.932], [-1.324, -0.419, -0.635], [1.510, 0.142, 0.194], [1.131, -0.468, -1.405], [1.050, -2.549, -0.584], [-0.326, -2.225, 0.364], [-0.879, 2.144, -3.508], [-1.113, 1.822, -1.952], [-1.452, 1.732, -2.868], [-1.020, 2.371, 0.352], [-0.309, 3.148, 1.320], [-1.249, 3.037, 1.165]],
  "gap_ha": 0.2119,
  "molar_mass_g_mol": 126.18,
  "lumo_ev": 6.212,
  "spin_multiplicity": 1,
  "charge": -2
}

***

Record 6
{
  "formula": "C8H12BeN4O8S2",
  "method": "the ωB97M-V functional and the def2-TZVPD basis",
  "elements": ["Be", "S", "O", "O", "O", "O", "S", "O", "O", "O", "O", "C", "C", "N", "H", "H", "H", "C", "C", "N", "H", "H", "H", "C", "C", "N", "H", "H", "H", "C", "C", "N", "H", "H", "H"],
  "coordinates": [[-2.684, -20.296, 15.053], [0.249, -19.439, 15.199], [0.822, -19.632, 13.875], [-0.874, -18.519, 14.890], [-0.330, -20.681, 15.634], [1.138, -18.768, 16.195], [-3.244, -19.347, 12.082], [-2.063, -20.217, 12.461], [-2.766, -17.974, 12.041], [-3.727, -19.815, 10.806], [-4.141, -19.498, 13.225], [-6.146, -21.098, 18.516], [-5.600, -21.164, 17.116], [-5.108, -21.271, 16.056], [-7.133, -20.649, 18.411], [-5.555, -20.441, 19.154], [-6.257, -22.093, 18.947], [-4.055, -24.019, 11.651], [-3.692, -23.203, 12.762], [-3.392, -22.562, 13.720], [-3.490, -24.938, 11.494], [-4.071, -23.464, 10.713], [-4.968, -24.474, 12.034], [-2.957, -20.582, 20.398], [-2.845, -20.345, 18.981], [-2.740, -20.111, 17.835], [-3.990, -20.420, 20.706], [-2.504, -19.777, 20.977], [-2.664, -21.576, 20.734], [-4.102, -16.110, 17.412], [-4.162, -17.380, 16.702], [-4.121, -18.312, 16.063], [-5.089, -15.672, 17.560], [-3.640, -15.305, 16.840], [-3.603, -16.115, 18.381]],
  "gap_ha": 0.1261,
  "molar_mass_g_mol": 365.35,
  "lumo_ev": 3.405,
  "spin_multiplicity": 1,
  "charge": -2
}

***

Record 7
{
  "formula": "C6H12N2",
  "method": "the ωB97M-V functional and the def2-TZVPD basis",
  "elements": ["C", "C", "N", "H", "H", "H", "H", "H", "C", "C", "C", "C", "N", "H", "H", "H", "H", "H", "H", "H"],
  "coordinates": [[-1.934, -0.491, -1.337], [-2.188, 0.145, -0.081], [-0.917, -0.603, 0.395], [-0.977, -1.611, 0.465], [-1.988, 1.207, -0.003], [-1.275, -0.033, -2.060], [-2.420, -1.424, -1.591], [-3.048, -0.192, 0.489], [0.676, 1.438, 0.643], [0.618, -0.078, 0.765], [1.587, -0.813, -0.113], [2.296, -0.306, -1.113], [0.563, -0.638, 2.031], [0.111, 0.021, 2.668], [1.636, -1.875, 0.105], [0.428, 1.770, -0.366], [-0.019, 1.902, 1.343], [1.681, 1.781, 0.883], [2.272, 0.743, -1.374], [2.896, -0.943, -1.749]],
  "gap_ha": [0.2642, 0.3000],
  "molar_mass_g_mol": 112.18,
  "lumo_ev": [0.270, 0.472],
  "spin_multiplicity": 1
}

***

Record 8
{
  "formula": "C26H18BrHfN4O8P2S2",
  "method": "the ωB97M-V functional and the def2-TZVPD basis",
  "elements": ["Hf", "Br", "C", "C", "C", "C", "O", "C", "C", "N", "C", "C", "C", "C", "C", "C", "C", "C", "N", "C", "C", "H", "H", "H", "H", "H", "H", "H", "H", "H", "H", "S", "C", "C", "C", "C", "C", "C", "C", "C", "C", "N", "H", "H", "H", "H", "H", "H", "O", "P", "O", "O", "O", "P", "O", "O", "O", "H", "H", "S", "C", "N"],
  "coordinates": [[0.911, -0.271, 0.208], [0.674, 6.457, -3.510], [0.588, 4.667, -2.862], [1.129, 3.629, -3.628], [1.056, 2.330, -3.187], [0.469, 2.020, -1.946], [0.363, 0.786, -1.547], [-0.052, 3.082, -1.184], [-0.742, 2.801, 0.049], [-0.710, 1.678, 0.669], [-1.609, 1.518, 1.745], [-1.897, 2.456, 2.694], [-2.874, 2.198, 3.683], [-3.548, 1.013, 3.706], [-3.237, 0.005, 2.758], [-3.862, -1.263, 2.738], [-3.444, -2.197, 1.842], [-2.379, -1.878, 0.974], [-1.811, -0.701, 0.913], [-2.243, 0.247, 1.795], [-0.007, 4.399, -1.658], [1.617, 3.856, -4.567], [1.484, 1.519, -3.760], [-1.396, 3.593, 0.427], [-1.358, 3.395, 2.697], [-3.084, 2.955, 4.428], [-4.304, 0.813, 4.456], [-4.645, -1.483, 3.454], [-3.865, -3.192, 1.815], [-1.964, -2.648, 0.335], [-0.434, 5.198, -1.063], [3.297, -2.953, -2.901], [4.437, -1.906, -2.168], [3.849, -1.032, -1.311], [2.423, -1.163, -1.223], [2.010, -2.181, -2.039], [0.612, -2.488, -2.296], [0.180, -3.425, -3.239], [-1.161, -3.509, -3.543], [-2.053, -2.641, -2.923], [-1.552, -1.775, -1.972], [-0.268, -1.727, -1.623], [5.485, -1.996, -2.407], [4.413, -0.301, -0.750], [0.905, -4.053, -3.740], [-1.509, -4.226, -4.276], [-3.107, -2.633, -3.163], [-2.199, -1.071, -1.466], [-0.685, -1.976, 3.339], [0.508, -2.709, 2.566], [0.430, -4.153, 2.761], [0.588, -2.152, 1.127], [1.804, -2.009, 3.315], [2.231, -0.593, 2.697], [3.109, 0.065, 3.837], [2.951, -0.788, 1.406], [0.945, 0.205, 2.444], [-0.538, -1.017, 3.320], [3.969, 0.308, 3.480], [2.479, 2.018, 0.613], [3.466, 2.330, -0.720], [4.155, 2.571, -1.620]],
  "gap_ha": 0.2579,
  "molar_mass_g_mol": 898.93,
  "lumo_ev": 1.743,
  "spin_multiplicity": 1,
  "charge": -1
}

***

Record 9
{
  "formula": "C44H53BaN3P2Te",
  "method": "the ωB97M-V functional and the def2-TZVPD basis",
  "elements": ["Ba", "C", "C", "C", "P", "C", "C", "C", "C", "C", "C", "C", "C", "C", "N", "C", "C", "C", "C", "C", "C", "P", "C", "C", "C", "C", "C", "C", "H", "H", "H", "H", "H", "H", "H", "H", "H", "H", "H", "H", "H", "H", "H", "H", "H", "H", "H", "H", "H", "H", "H", "H", "H", "H", "H", "H", "H", "H", "H", "H", "H", "H", "H", "H", "C", "C", "C", "C", "C", "C", "N", "N", "C", "C", "C", "C", "C", "C", "H", "H", "H", "H", "H", "H", "H", "H", "H", "C", "Te", "C", "C", "C", "C", "C", "C", "C", "H", "H", "H", "H", "H", "H", "H", "H"],
  "coordinates": [[-0.063, -0.451, -0.061], [4.416, 1.952, -0.226], [3.216, 2.093, 0.704], [3.483, 3.066, 1.844], [2.598, 0.413, 1.181], [4.088, -0.557, 1.709], [5.061, 0.054, 2.722], [3.680, -1.984, 2.075], [1.550, 0.706, 2.661], [1.838, 0.244, 3.946], [1.033, 0.557, 5.026], [-0.105, 1.332, 4.819], [-0.433, 1.772, 3.556], [0.383, 1.482, 2.444], [0.058, 1.843, 1.148], [-0.444, 3.090, 0.877], [-0.325, 4.186, 1.756], [-0.874, 5.415, 1.462], [-1.573, 5.626, 0.280], [-1.649, 4.583, -0.625], [-1.071, 3.341, -0.375], [-1.033, 2.045, -1.651], [-0.229, 2.829, -3.132], [-1.031, 3.828, -3.962], [1.091, 3.451, -2.683], [-2.796, 1.777, -2.120], [-2.866, 0.793, -3.283], [-3.540, 1.228, -0.908], [4.609, 2.900, -0.733], [4.252, 1.190, -0.993], [5.323, 1.687, 0.317], [2.377, 2.488, 0.119], [4.327, 2.750, 2.458], [2.615, 3.168, 2.494], [3.716, 4.054, 1.441], [4.626, -0.633, 0.754], [4.569, 0.454, 3.605], [5.633, 0.870, 2.282], [5.777, -0.701, 3.055], [3.130, -2.034, 3.015], [4.568, -2.609, 2.184], [3.051, -2.432, 1.302], [2.717, -0.360, 4.115], [1.286, 0.201, 6.015], [-0.752, 1.576, 5.653], [-1.337, 2.345, 3.399], [0.203, 4.059, 2.691], [-0.759, 6.224, 2.173], [-2.032, 6.581, 0.064], [-2.180, 4.736, -1.556], [-0.004, 1.966, -3.776], [-1.200, 4.754, -3.416], [-1.996, 3.435, -4.279], [-0.471, 4.089, -4.863], [0.906, 4.330, -2.065], [1.681, 3.758, -3.548], [1.689, 2.756, -2.091], [-3.254, 2.729, -2.415], [-2.417, -0.168, -3.012], [-2.350, 1.155, -4.173], [-3.905, 0.603, -3.560], [-3.188, 0.221, -0.656], [-4.605, 1.129, -1.125], [-3.428, 1.866, -0.029], [-2.874, -1.949, 5.174], [-3.858, -2.687, 4.530], [-3.604, -3.231, 3.281], [-2.380, -2.998, 2.667], [-1.387, -2.270, 3.310], [-1.640, -1.754, 4.570], [-2.188, -3.602, 1.383], [-1.470, -2.922, 0.634], [-1.168, -3.513, -0.677], [-1.500, -4.853, -0.904], [-1.250, -5.387, -2.149], [-0.699, -4.578, -3.141], [-0.388, -3.257, -2.867], [-0.577, -2.653, -1.607], [-3.058, -1.538, 6.157], [-4.817, -2.851, 5.000], [-4.337, -3.831, 2.761], [-0.411, -2.142, 2.860], [-0.862, -1.202, 5.083], [-1.949, -5.452, -0.125], [-1.487, -6.424, -2.352], [-0.516, -4.989, -4.127], [0.027, -2.669, -3.684], [3.409, 1.070, -3.841], [2.001, -0.375, -3.137], [3.675, -1.685, -2.987], [4.774, -1.036, -3.787], [5.926, -1.746, -4.110], [6.942, -1.150, -4.834], [6.816, 0.170, -5.243], [5.674, 0.882, -4.925], [4.645, 0.288, -4.198], [3.618, 1.803, -3.066], [2.991, 1.584, -4.703], [3.397, -2.659, -3.382], [3.956, -1.797, -1.941], [6.018, -2.777, -3.793], [7.830, -1.715, -5.084], [7.604, 0.640, -5.813], [5.571, 1.910, -5.247]],
  "gap_ha": 0.2482,
  "molar_mass_g_mol": 950.80,
  "lumo_ev": 0.043,
  "spin_multiplicity": 1
}

***

Record 10
{
  "formula": "C2BrNO2",
  "method": "the ωB97M-V functional and the def2-TZVPD basis",
  "elements": ["C", "C", "N", "O", "O", "Br"],
  "coordinates": [[0.935, 0.136, 0.046], [-0.029, -0.844, 0.088], [1.710, 0.970, 0.057], [-0.303, -1.941, 0.176], [-1.504, 0.742, -0.037], [-3.217, 0.355, -0.142]],
  "gap_ha": 0.2637,
  "molar_mass_g_mol": 149.93,
  "lumo_ev": -2.066,
  "spin_multiplicity": 1
}

***

Record 11
{
  "formula": "CH5OPS2",
  "method": "the ωB97M-V functional and the def2-TZVPD basis",
  "elements": ["C", "O", "P", "S", "S", "H", "H", "H", "H", "H"],
  "coordinates": [[-0.445, -0.913, 0.091], [-1.307, -0.005, 0.484], [-1.576, 1.461, -0.312], [2.862, 0.671, -0.805], [2.105, 0.601, 1.044], [0.099, -0.839, -0.832], [-0.360, -1.771, 0.736], [-0.261, 1.934, -0.162], [-2.005, 2.048, 0.879], [3.580, -0.472, -0.824]],
  "gap_ha": [0.2102, 0.3193],
  "molar_mass_g_mol": 128.16,
  "lumo_ev": [-1.472, 0.370],
  "spin_multiplicity": 1
}

***

Record 12
{
  "formula": "C8H11AgFI2N2O4",
  "method": "the ωB97M-V functional and the def2-TZVPD basis",
  "elements": ["Ag", "I", "I", "C", "N", "O", "O", "H", "H", "H", "C", "N", "O", "O", "H", "H", "H", "F", "C", "C", "C", "C", "C", "C", "H", "H", "H", "H", "H"],
  "coordinates": [[-12.823, 4.563, 10.837], [-11.343, 3.553, 8.518], [-15.410, 3.268, 10.364], [-8.159, 5.363, 11.789], [-9.528, 5.832, 12.137], [-10.461, 5.194, 11.685], [-9.645, 6.807, 12.843], [-7.706, 5.085, 12.740], [-7.617, 6.197, 11.359], [-8.264, 4.506, 11.137], [-14.422, 8.635, 9.481], [-13.695, 7.496, 8.852], [-13.301, 7.551, 7.725], [-13.543, 6.527, 9.586], [-13.701, 9.302, 9.955], [-14.968, 8.188, 10.304], [-14.979, 9.183, 8.731], [-11.867, 2.820, 12.089], [-11.364, 2.162, 13.160], [-10.979, 2.886, 14.265], [-10.433, 2.263, 15.375], [-10.337, 0.877, 15.387], [-10.744, 0.164, 14.262], [-11.267, 0.779, 13.134], [-11.008, 3.966, 14.151], [-10.188, 2.864, 16.241], [-9.897, 0.357, 16.226], [-10.592, -0.906, 14.344], [-11.641, 0.136, 12.350]],
  "gap_ha": [0.3042, 0.1803],
  "molar_mass_g_mol": 579.86,
  "lumo_ev": [-0.350, -3.072],
  "spin_multiplicity": 2,
  "s2": 0.7673
}

***

- What is the formula in the sixth record?
  C8H12BeN4O8S2

***

- Number 4 is which compound?
  CH5ClN2O